C51H46O11P | wB97M-V/def2-TZVPD

Last column: Löwdin charge in e.
CARTESIAN COORDINATES (ANGSTROEM)
C  -1.318  -5.809  8.137  -0.0025
O  -1.519  -6.525  5.445  0.0993
C  5.304  -1.549  2.585  -0.0839
H  0.273  -2.396  -4.708  0.0037
H  -1.301  3.093  1.181  0.1112
C  -0.604  -5.166  7.128  -0.0818
C  0.862  -3.863  4.981  -0.0783
H  7.217  -2.491  2.303  0.1174
C  -4.286  5.513  0.768  -0.0873
C  4.111  1.248  6.503  -0.0601
H  4.381  -3.044  -0.862  0.1183
H  5.965  0.189  6.310  0.1184
C  4.044  -1.311  2.032  -0.0950
H  1.729  -3.806  -4.391  -0.0168
C  3.057  -0.468  2.745  -0.3089
O  -2.904  0.555  -6.626  -0.1585
H  6.632  -3.434  0.100  0.1074
C  4.641  -2.624  0.103  -0.0289
O  2.615  -1.007  -6.697  -0.2250
H  -0.693  -6.226  3.101  0.1198
H  0.928  0.690  -6.547  0.1174
C  -2.637  4.458  2.169  -0.0580
C  -3.711  5.324  2.022  -0.0037
H  1.277  -2.688  -6.770  0.0555
H  -2.297  3.442  -1.047  0.1249
C  -7.798  7.535  -2.093  -0.0629
C  0.031  -4.940  4.666  -0.0874
C  5.904  -2.844  0.645  -0.0483
C  -7.239  6.923  -3.212  -0.0598
C  4.679  -0.138  4.618  -0.0803
H  -7.688  7.063  -4.188  0.1059
H  -1.610  1.967  -4.833  0.0707
H  3.024  -3.011  -6.404  0.0716
H  -0.305  -0.966  -2.331  0.1020
O  1.818  -0.616  -4.273  -0.3839
H  -8.687  8.145  -2.196  0.1043
C  -1.005  -0.654  -7.753  -0.1840
H  2.795  -0.067  -2.553  0.1011
H  1.510  -1.471  -8.469  0.1089
H  3.106  -2.348  -4.050  0.0034
H  -2.001  -6.612  7.891  0.1188
H  0.601  -5.099  1.328  0.1157
H  4.371  1.677  7.463  0.1038
C  -0.268  -4.394  9.780  -0.0642
C  -2.133  3.776  1.064  -0.0483
H  -2.114  -1.212  -5.986  0.1306
O  1.165  -2.464  -2.657  -0.4037
C  -2.694  3.972  -0.190  0.0098
C  2.178  -2.296  -6.227  -0.3446
C  1.002  -3.401  6.381  -0.2767
H  -3.538  2.436  -7.071  0.1112
C  5.008  0.411  5.855  0.0004
H  -1.703  -5.927  10.242  0.1040
C  -3.769  4.845  -0.343  -0.0817
C  -0.760  -5.615  5.722  -0.2806
O  6.743  -1.242  4.418  0.0960
H  2.873  -0.313  -8.622  0.1131
H  1.493  1.466  -8.049  0.1201
H  2.044  -3.164  1.882  0.0848
O  1.953  -0.271  2.271  0.1046
C  -4.350  5.057  -1.690  -0.2780
C  0.669  -4.750  2.351  -0.0316
C  0.792  -1.172  -2.195  -0.2902
C  0.432  -3.740  8.777  -0.0024
H  2.188  2.205  6.420  0.1046
C  -1.750  -0.256  -6.439  -0.1940
C  -6.079  6.574  -0.708  -0.0842
C  -6.109  6.128  -3.081  0.0027
H  -0.415  -1.583  -7.531  0.1051
C  6.235  -2.313  1.885  -0.0009
C  2.051  -0.648  -7.948  -0.2002
C  -0.059  -5.384  3.349  0.0039
C  0.262  -4.120  7.448  -0.0817
O  -0.213  0.378  -8.329  -0.1760
H  -1.004  0.155  -5.721  0.1053
C  -2.566  1.911  -6.883  -0.2595
O  1.716  -2.454  6.657  0.1017
H  -4.103  5.849  2.884  0.1178
H  1.584  1.210  4.246  0.1204
C  -7.216  7.366  -0.845  -0.0037
H  -7.651  7.847  0.022  0.1182
H  2.215  -2.379  4.214  0.1039
H  1.114  -2.937  9.029  0.1187
H  -0.129  -4.102  10.814  0.1039
H  -1.972  2.060  -7.816  0.1092
C  1.578  -3.221  3.974  0.0233
H  -2.577  3.428  -5.208  0.0539
H  0.896  -1.039  -1.080  0.0899
C  2.543  0.984  4.695  0.0030
H  2.733  -1.688  0.364  0.1113
O  -3.871  4.509  -2.663  0.1100
C  1.029  0.529  -7.643  -0.1639
C  3.437  0.138  4.044  -0.0917
C  -1.910  2.656  -5.650  -0.0655
C  5.662  -0.999  3.914  -0.2788
C  1.482  -3.663  2.663  -0.0215
C  1.749  -0.152  -2.929  -0.2583
O  -5.900  7.009  1.593  0.0965
H  -1.033  3.217  -6.062  0.0741
H  1.291  0.870  -2.937  0.1020
C  2.883  1.542  5.919  -0.0586
C  -1.150  -5.423  9.459  -0.0644
C  -5.455  6.414  0.628  -0.2807
C  3.713  -1.859  0.794  -0.0125
H  -5.680  5.650  -3.952  0.1218
H  -2.194  4.309  3.146  0.1056
C  -5.533  5.942  -1.827  -0.0801
P  1.679  -2.354  -4.329  0.4603
H  -1.766  -0.955  -8.517  0.1324

For the HOMO energy, the calculation gives -4.3 eV. The net charge is -1. Its frontier orbital gap is 4.598 eV. The calculation puts the calculated total energy at -3139.99820 a.u. The calculation puts the LUMO energy at 0.33 eV.